# 1
DFT (ωB97M-V with the def2-TZVPD basis set) results for 2 unconnected molecules or ions with the total composition C5H15N2O2 at a distorted geometry.

```
24
C5H15N2O2 ωB97M-V with the def2-TZVPD basis set
C -0.63 -0.27 1.26
N -0.22 -0.32 -0.15
C 0.49 0.88 -0.59
C 0.90 0.75 -2.04
C 1.98 -0.30 -2.20
O 1.80 -1.31 -2.83
C -1.80 0.65 1.41
N -2.79 0.23 0.38
H 0.21 0.05 1.88
H -0.78 -1.30 1.61
H 0.40 -1.12 -0.21
H 1.41 1.01 0.01
H -0.13 1.75 -0.39
H 1.33 1.67 -2.41
H 0.06 0.42 -2.64
H 2.96 -0.14 -1.70
H -2.25 0.56 2.39
H -1.54 1.69 1.35
H -3.37 -0.51 0.78
H -2.24 -0.19 -0.40
H -3.45 0.94 0.06
H 2.13 -1.95 2.09
H 3.13 -1.83 0.97
O 2.38 -1.37 1.37
```

Results
orbital gap = 9.3 eV
max |F| = 1.71 eV/A
E = -12496.6381 eV
ΔE to the lowest compared entry with this formula, charge and spin = 196.34 kJ/mol
charge = +1
LUMO level = -3.39 eV

Quick look at the Löwdin charges, all values in e: -0.22 -0.08 -0.22 -0.13 -0.27 0.07 -0.14 0.19 0.12 0.14 0.10 0.13 0.11 0.12 0.12 0.13 0.14 0.13 0.17 0.15 0.18 0.05 0.06 -0.05



# 2
DFT (ωB97M-V with the def2-TZVPD basis set) results for C2H2ClO3P in the gas phase at a distorted geometry.

```
9
C2H2ClO3P ωB97M-V with the def2-TZVPD basis set
C -0.31 0.95 -0.24
C 0.84 0.13 -0.04
O 3.19 1.90 -0.06
O -0.69 2.18 -0.17
O 0.03 3.24 0.24
P 2.49 0.62 -0.06
Cl 3.77 -0.89 0.05
H -1.26 0.63 -0.74
H 0.80 -0.91 0.20
```

Results
orbital gap (spin up / spin down) = 7.4 / 7.4 eV
max |F| = 2.92 eV/A
E = -30054.5994 eV
ΔE to the lowest compared entry with this formula, charge and spin = 602.45 kJ/mol
LUMO level (spin up / spin down) = -1.39 / -1.39 eV

Quick look at the Löwdin charges, all values in e: -0.18 -0.25 -0.34 -0.13 -0.14 0.44 0.40 0.15 0.05



# 3
DFT (ωB97M-V with the def2-TZVPD basis set) results for C5H9IN2S in the gas phase at a distorted geometry.

```
18
C5H9IN2S ωB97M-V with the def2-TZVPD basis set
C 1.48 1.79 -0.63
C 0.64 0.51 -0.63
C -0.41 0.52 0.48
C -1.14 -0.81 0.57
S -2.63 -0.91 -0.64
I -4.10 0.62 0.41
N -0.23 -1.88 0.38
C 1.08 -1.68 -0.01
N 1.55 -0.61 -0.49
H 1.93 1.93 0.35
H 2.27 1.69 -1.37
H 0.86 2.65 -0.87
H 0.14 0.41 -1.60
H -1.11 1.34 0.34
H 0.11 0.68 1.44
H -1.64 -0.92 1.54
H -0.52 -2.80 0.67
H 1.72 -2.55 0.08
```

Results
orbital gap = 8.3 eV
max |F| = 1.00 eV/A
E = -27247.2862 eV
ΔE to the lowest compared entry with this formula, charge and spin = 0.00 kJ/mol
LUMO level = -0.45 eV

Quick look at the Löwdin charges, all values in e: -0.07 -0.42 -0.20 -0.67 0.19 0.41 0.00 -0.22 0.07 0.08 0.07 0.07 0.14 0.07 0.13 0.08 0.13 0.12



# 4
DFT (ωB97M-V with the def2-TZVPD basis set) results for C5H8O in the gas phase.

```
14
C5H8O ωB97M-V with the def2-TZVPD basis set
C 2.12 0.49 -0.05
O 1.56 -0.67 -0.68
C 0.28 -0.78 -0.74
C -1.62 -0.69 0.62
C -0.70 0.11 -0.29
C -0.64 1.45 -0.66
H 2.08 1.31 -0.76
H 3.14 0.20 0.22
H 1.53 0.76 0.83
H -0.01 -1.78 -1.07
H -2.34 -1.33 0.10
H -1.01 -1.33 1.28
H -2.14 0.02 1.26
H -1.58 1.94 -0.30
```

Results
orbital gap (spin up / spin down) = 7.5 / 7.5 eV
max |F| = 0.65 eV/A
E = -7357.2208 eV
ΔE to the lowest compared entry with this formula, charge and spin = 485.75 kJ/mol
LUMO level (spin up / spin down) = -0.10 / -0.10 eV

Quick look at the Löwdin charges, all values in e: -0.04 -0.02 -0.10 -0.08 -0.46 0.06 0.09 0.09 0.10 0.15 0.08 0.08 0.08 -0.01



# 5
DFT (ωB97M-V with the def2-TZVPD basis set) results for a gas-phase ion, C5H6F2N2OP (charge +1) at a distorted geometry.

```
17
C5H6F2N2OP ωB97M-V with the def2-TZVPD basis set
N 1.04 2.40 -0.14
C 0.80 1.11 -0.04
C -0.54 0.64 -0.10
O -1.56 1.51 -0.26
C -0.87 -0.70 -0.05
P -2.55 -1.36 -0.23
N 0.18 -1.57 -0.01
C 1.49 -1.18 0.03
F 2.44 -2.08 0.07
C 1.80 0.15 -0.07
F 3.08 0.54 -0.02
H 0.18 2.83 0.13
H 1.85 2.90 0.22
H -2.35 0.99 -0.11
H -3.02 -0.98 0.98
H -1.91 -2.71 -0.09
H -0.06 -2.49 -0.31
```

Results
orbital gap = 9.1 eV
max |F| = 3.14 eV/A
E = -25025.6767 eV
ΔE to the lowest compared entry with this formula, charge and spin = 0.00 kJ/mol
charge = +1
LUMO level = -4.39 eV

Quick look at the Löwdin charges, all values in e: 0.23 -0.16 -0.24 0.09 -0.44 0.98 0.13 -0.19 0.21 -0.12 0.15 0.12 0.15 0.05 -0.09 -0.02 0.14



# 6
DFT (ωB97M-V with the def2-TZVPD basis set) results for 2 unconnected molecules or ions with the total composition C4H9NO3 at a distorted geometry.

```
17
C4H9NO3 ωB97M-V with the def2-TZVPD basis set
O 3.25 -0.68 -0.83
C 2.14 -1.16 -0.70
C 1.59 -1.17 0.65
C 0.51 -0.04 0.93
N -0.56 0.31 0.07
C -1.61 -0.64 -0.13
O -2.38 -0.46 -0.98
H 1.66 -1.47 -1.65
H 1.41 -2.24 1.02
H 2.47 -0.80 1.37
H 0.14 -0.18 1.96
H 1.28 0.91 0.92
H -0.55 1.13 -0.55
H -1.55 -1.60 0.34
O -2.41 2.95 0.73
H -2.16 3.43 -0.26
H -2.26 2.21 0.51
```

Results
orbital gap = 10.3 eV
max |F| = 19.37 eV/A
E = -11922.8581 eV
ΔE to the lowest compared entry with this formula, charge and spin = 451.88 kJ/mol
LUMO level = 0.49 eV

Quick look at the Löwdin charges, all values in e: 0.04 -0.30 -0.18 -0.23 0.00 -0.33 0.07 0.13 0.13 0.15 0.11 0.17 0.14 0.13 0.02 0.18 -0.23